Record 1
Formula: C30H52O24
Source: the OMol25 dataset
Level of theory: ωB97M-V with the def2-TZVPD basis set

The total charge is 0. The multiplicity is 1. For the HOMO energy, the calculation gives -10.6 eV. Its SMILES is C[C@H]1COC(=O)O1.C[C@H]1COC(=O)O1.C[C@H]1COC(=O)O1.C[C@H]1COC(=O)O1.C[C@H]1COC(=O)O1.C[C@H]1COC(=O)O1.C[C@H]1COC(=O)O1.CO.CO.O. Its lowest unoccupied orbital energy is -0.13 eV.

Structure (XYZ):
```
106
C30H52O24 (ωB97M-V with the def2-TZVPD basis set)
C 9.58 -26.32 -0.59
C 10.92 -26.03 0.05
C 12.14 -26.40 -0.81
O 12.81 -25.18 -1.00
C 12.07 -24.15 -0.55
O 12.36 -23.01 -0.70
O 11.02 -24.61 0.17
H 9.56 -25.90 -1.60
H 8.79 -25.89 0.02
H 9.40 -27.40 -0.66
H 10.96 -26.55 1.01
H 11.73 -26.90 -1.70
H 12.84 -27.08 -0.33
C 10.99 -20.89 1.58
C 11.85 -21.64 2.59
C 13.33 -21.19 2.58
O 13.59 -20.83 3.95
C 12.44 -20.70 4.60
O 12.34 -20.28 5.71
O 11.42 -21.16 3.89
H 11.60 -20.75 0.68
H 10.82 -19.84 1.84
H 10.16 -21.54 1.34
H 11.65 -22.71 2.52
H 13.46 -20.30 1.97
H 14.00 -21.98 2.26
C 11.03 -16.62 0.90
C 12.35 -16.23 0.28
C 12.25 -16.19 -1.27
O 12.49 -14.82 -1.58
C 12.66 -14.09 -0.45
O 12.77 -12.92 -0.41
O 12.69 -14.91 0.62
H 10.18 -15.98 0.67
H 10.99 -16.61 1.99
H 10.78 -17.67 0.70
H 13.13 -16.91 0.62
H 11.28 -16.47 -1.67
H 13.08 -16.79 -1.65
C 6.36 -20.27 6.16
C 7.04 -19.15 5.40
C 8.57 -19.28 5.26
O 8.80 -19.04 3.87
C 7.63 -18.82 3.24
O 7.53 -18.58 2.08
O 6.59 -19.09 4.04
H 6.34 -19.99 7.22
H 6.89 -21.21 6.01
H 5.34 -20.46 5.83
H 6.81 -18.18 5.86
H 8.91 -20.28 5.55
H 9.08 -18.54 5.86
C 15.38 -17.63 5.23
C 16.02 -16.39 4.62
C 15.27 -15.77 3.42
O 14.89 -14.47 3.89
C 15.34 -14.27 5.14
O 15.10 -13.33 5.82
O 16.13 -15.31 5.53
H 14.72 -17.36 6.05
H 16.19 -18.22 5.66
H 14.87 -18.22 4.47
H 17.01 -16.62 4.24
H 14.38 -16.29 3.06
H 15.93 -15.64 2.55
C 12.45 -25.58 3.94
C 13.41 -24.43 4.09
C 14.17 -24.57 5.43
O 15.51 -24.27 5.09
C 15.67 -24.39 3.75
O 16.69 -24.37 3.18
O 14.46 -24.49 3.13
H 11.94 -25.60 2.98
H 11.69 -25.43 4.73
H 12.82 -26.57 4.22
H 12.87 -23.50 4.21
H 14.06 -25.54 5.91
H 13.82 -23.85 6.17
C 7.89 -22.80 -0.56
C 6.54 -22.16 -0.76
C 5.92 -22.40 -2.14
O 4.56 -22.61 -1.85
C 4.38 -22.75 -0.52
O 3.34 -22.90 0.03
O 5.60 -22.75 0.11
H 8.64 -22.54 -1.32
H 7.89 -23.83 -0.96
H 8.23 -22.71 0.46
H 6.63 -21.09 -0.57
H 6.38 -23.25 -2.65
H 6.16 -21.56 -2.80
C 11.29 -22.13 8.44
O 12.34 -22.75 9.20
H 10.92 -21.34 9.10
H 11.66 -21.60 7.56
H 10.52 -22.85 8.17
H 13.16 -22.58 8.73
C 13.16 -20.00 -1.71
O 13.22 -19.44 -3.02
H 13.51 -21.02 -1.85
H 13.84 -19.55 -0.99
H 12.15 -20.07 -1.28
H 12.78 -18.59 -3.00
O 15.83 -19.80 1.20
H 16.38 -20.35 1.78
H 16.45 -19.30 0.68
```



Record 2
Formula: C30H53BrCeN4P2
Source: the OMol25 dataset
Level of theory: ωB97M-V with the def2-TZVPD basis set

The total charge is +4. The multiplicity is 1. For the HOMO energy (spin up / spin down), the calculation gives -19.2 / -19.2 eV. Its lowest unoccupied orbital energy (spin up / spin down) is -15.00 / -15.02 eV.

Structure (XYZ):
```
91
C30H53BrCeN4P2 (ωB97M-V with the def2-TZVPD basis set)
N -5.20 -1.06 3.01
C -4.39 -0.14 3.53
C -3.73 0.80 2.70
C -3.95 0.76 1.30
C -4.85 -0.20 0.81
C -5.50 -1.05 1.71
C -3.28 1.71 0.44
Ce 0.06 1.00 0.01
P 2.11 0.57 -1.90
C -3.12 1.52 -0.90
C -2.17 2.26 -1.73
C -2.22 2.13 -3.13
C -1.36 2.86 -3.94
C -0.39 3.66 -3.33
C -0.37 3.92 -1.98
C -1.25 3.19 -1.15
Br 1.09 4.32 -4.47
H -2.92 2.62 0.94
H -3.77 0.80 -1.41
H -3.07 1.55 3.14
H -5.08 -0.28 -0.24
H -4.22 -0.12 4.62
H -6.26 -1.75 1.36
H -2.94 1.44 -3.57
H -1.28 3.42 -0.08
H -1.40 2.77 -5.03
H 0.31 4.66 -1.56
P -0.84 -2.18 -0.59
C 2.57 2.20 -1.08
C 3.27 3.22 -2.00
H 3.21 2.04 -0.20
H 1.63 2.68 -0.70
H 3.53 4.12 -1.43
H 4.18 2.82 -2.46
H 2.57 3.54 -2.80
C 1.55 0.92 -3.61
C 2.63 0.96 -4.70
H 1.04 1.89 -3.59
H 0.78 0.17 -3.84
H 2.15 1.21 -5.66
H 3.38 1.74 -4.50
H 3.13 -0.01 -4.80
C 3.48 -0.64 -1.89
C 4.86 0.00 -1.99
H 3.32 -1.39 -2.69
H 3.38 -1.19 -0.94
H 5.63 -0.78 -1.92
H 5.01 0.52 -2.95
H 5.02 0.71 -1.17
C 0.09 -3.66 0.03
C 1.58 -3.69 -0.25
H -0.40 -4.56 -0.40
H -0.09 -3.69 1.11
H 2.00 -4.62 0.15
H 1.80 -3.66 -1.32
H 2.10 -2.85 0.23
C -0.71 -2.53 -2.40
C -1.59 -1.63 -3.26
H -0.95 -3.59 -2.57
H 0.35 -2.39 -2.68
H -1.54 -1.94 -4.31
H -2.64 -1.68 -2.94
H -1.28 -0.58 -3.18
C -2.52 -2.91 -0.29
C -2.81 -3.27 1.17
H -2.64 -3.79 -0.93
H -3.24 -2.15 -0.63
H -3.85 -3.60 1.26
H -2.17 -4.09 1.53
H -2.66 -2.41 1.83
C -0.90 0.86 5.02
N 0.36 0.19 4.73
C 0.73 -0.72 5.80
C 0.82 0.12 3.45
N 0.03 0.39 2.40
N 2.10 -0.23 3.19
C 3.20 -0.02 4.13
C 2.46 -0.44 1.78
H -0.85 1.16 6.08
H -1.75 0.17 4.90
H -1.04 1.77 4.40
H 1.44 -1.50 5.50
H 1.13 -0.15 6.65
H -0.20 -1.22 6.14
H -0.95 0.39 2.66
H 3.50 -0.96 4.62
H 4.08 0.31 3.55
H 2.96 0.72 4.91
H 1.78 -1.18 1.31
H 2.43 0.55 1.24
H 3.49 -0.82 1.73
```



Record 3
Formula: C30H53F5N2O4RuSSb2Si3
Source: the OMol25 dataset
Level of theory: ωB97M-V with the def2-TZVPD basis set

The total charge is 0. The multiplicity is 5. For the HOMO energy (spin up / spin down), the calculation gives -7.5 / -8.3 eV. Its lowest unoccupied orbital energy (spin up / spin down) is -0.28 / -1.13 eV.

Structure (XYZ):
```
101
C30H53F5N2O4RuSSb2Si3 (ωB97M-V with the def2-TZVPD basis set)
Ru 0.64 -0.61 1.39
C 1.52 -3.26 -2.97
Sb -0.10 -2.67 -1.52
C 1.10 -2.51 0.44
C 2.64 -2.19 0.45
C 3.22 -2.10 1.78
C 4.44 -1.44 1.84
C 5.13 -1.17 0.61
C 4.54 -1.46 -0.57
N 3.26 -1.93 -0.65
Si 0.74 -4.29 1.05
C 1.70 -4.75 2.66
C -1.12 -4.72 1.17
C 1.48 -5.58 -0.15
C -0.68 -0.65 -2.27
C 0.26 0.46 -1.87
C 0.25 1.67 -2.54
C 1.42 2.45 -2.44
C 2.43 2.04 -1.53
C 2.20 0.95 -0.73
N 1.04 0.23 -0.79
Si -2.50 -0.41 -1.52
C -3.75 -1.31 -2.57
C -2.68 -1.15 0.20
C -2.83 1.42 -1.42
Si -0.87 -0.85 -4.15
C -1.85 0.46 -5.13
C 0.74 -0.67 -5.04
C -1.50 -2.54 -4.65
H 2.11 -4.03 -2.51
H 2.20 -2.43 -3.25
H 1.12 -3.67 -3.90
H 2.73 -2.39 2.78
H 4.74 -1.09 2.79
H 6.09 -0.67 0.69
H 4.98 -1.06 -1.48
H 1.74 -5.87 2.69
H 1.28 -4.44 3.60
H 2.77 -4.44 2.61
H -1.29 -5.55 1.79
H -1.41 -4.83 0.07
H -1.59 -3.77 1.53
H 2.58 -5.62 -0.20
H 1.15 -5.70 -1.14
H 1.26 -6.42 0.50
H -0.47 1.81 -3.37
H 1.54 3.33 -3.14
H 3.43 2.37 -1.56
H 2.92 0.71 0.00
H -3.57 -2.37 -2.54
H -3.72 -1.08 -3.60
H -4.75 -1.20 -2.15
H -3.51 -1.86 0.16
H -2.91 -0.41 0.95
H -1.80 -1.69 0.61
H -2.14 1.88 -0.62
H -3.88 1.69 -1.15
H -2.63 1.95 -2.37
H -2.09 0.05 -6.12
H -1.37 1.47 -5.39
H -2.80 0.58 -4.67
H 1.44 -1.55 -4.86
H 1.31 0.23 -5.03
H 0.46 -0.65 -6.11
H -0.89 -2.91 -5.48
H -2.52 -2.37 -5.03
H -1.52 -3.22 -3.75
F -0.63 -2.01 2.94
C 0.02 -0.79 3.32
F -0.93 0.01 3.80
C 1.02 -1.13 4.53
F 2.31 -0.77 4.25
F 1.01 -2.54 4.57
F 0.65 -0.70 5.68
O 1.39 1.58 1.99
S 0.05 2.15 1.70
O -0.42 2.93 2.82
O -0.84 1.09 1.32
O 0.26 3.13 0.45
C -1.21 5.69 3.19
C -1.75 5.27 1.76
Sb -0.26 5.06 0.26
C 1.34 5.84 1.44
C 2.46 6.21 0.49
C -4.75 2.20 4.19
C -3.73 1.31 3.49
H -2.09 5.61 3.89
H -1.12 6.80 3.16
H -0.35 5.14 3.50
H -2.33 6.10 1.31
H -2.43 4.43 1.81
H 1.58 5.09 2.23
H 1.01 6.69 2.00
H 2.61 5.43 -0.27
H 3.43 6.36 0.98
H 2.16 7.15 0.06
H -5.80 1.86 4.26
H -4.35 3.13 4.57
H -2.86 1.18 4.03
H -3.38 1.97 2.63
H -3.93 0.29 3.20
```



In order of appearance, energy relative to the best compared isomer or geometry (same formula, charge and spin) = 40.7 0.0 104.1 kcal/mol.